(1)
14
Properties=species:S:1:pos:R:3 method="wB97M-V/def2-TZVPD" smiles=O[C@H]1[C@H]2CC[C@@H]12 spin_multiplicity=1 de_lowest_kcal_mol=49.0 total_charge=0 max_force_ev_per_a=0.8 homo_lumo_gap_ev=10.620 homo_energy_ev=-9.62 e_lumo_ev=1.000
O -1.23 0.33 1.54
C 0.16 0.25 1.46
C 0.73 -0.70 0.46
C -0.06 -0.68 -0.86
C 0.08 0.87 -0.93
C 0.94 0.81 0.33
H -1.46 -0.57 1.29
H 0.65 0.30 2.43
H 1.41 -1.49 0.76
H -1.08 -1.09 -0.92
H 0.54 -1.15 -1.64
H 0.61 1.23 -1.81
H -0.85 1.43 -0.80
H 1.88 1.34 0.49


(2)
14
Properties=species:S:1:pos:R:3 method="wB97M-V/def2-TZVPD" spin_multiplicity=1 de_lowest_kcal_mol=140.8 total_charge=0 max_force_ev_per_a=3.4 homo_lumo_gap_ev="7.914 / 7.916" homo_energy_ev="-7.59 / -7.59" e_lumo_ev="0.323 / 0.324"
C 0.15 -1.10 0.28
C -0.01 0.65 -1.55
C 0.74 -0.26 1.35
N 0.08 1.85 -1.13
N -1.13 -1.55 0.42
O -0.08 2.93 -1.79
H 0.81 -1.72 -0.30
H -0.29 0.45 -2.58
H 1.67 0.18 1.02
H 0.95 -0.88 2.23
H 0.05 0.52 1.67
H 0.34 1.97 -0.13
H -1.51 -2.11 -0.32
H -1.78 -0.91 0.84


(3)
49
Properties=species:S:1:pos:R:3 method="wB97M-V/def2-TZVPD" spin_multiplicity=1 de_lowest_kcal_mol=0.0 total_charge=-2 max_force_ev_per_a=0.1 homo_lumo_gap_ev=7.201 homo_energy_ev=-3.04 e_lumo_ev=4.162
Mg 0.61 1.24 0.45
O -5.66 1.35 1.02
C -4.33 1.47 0.72
C -3.83 1.10 -0.52
C -2.47 1.20 -0.75
N -1.63 1.62 0.20
C -2.13 2.04 1.36
C -3.47 1.98 1.67
C -1.10 2.60 2.35
O -1.53 3.13 3.38
O 0.10 2.47 1.98
C -1.89 0.80 -2.11
O -2.72 0.48 -2.99
O -0.65 0.81 -2.17
H -6.09 0.91 0.28
H -4.46 0.72 -1.33
H -3.81 2.32 2.64
C 5.19 -0.97 -0.41
C 3.80 -0.41 -0.11
O 2.95 -1.52 0.09
P 3.77 0.60 1.40
O 4.51 -0.20 2.59
O 4.78 1.78 1.14
O 2.38 0.92 1.79
P 3.29 0.82 -1.41
O 3.13 -0.03 -2.75
O 4.46 1.76 -1.51
O 1.97 1.40 -0.98
H 5.49 -1.65 0.38
H 5.92 -0.17 -0.52
H 5.14 -1.52 -1.35
H 2.00 -1.26 0.08
H 3.83 -0.64 3.11
H 4.78 1.97 0.15
H 2.30 -0.55 -2.72
Cl -4.89 -3.18 -0.61
C -3.30 -2.52 -0.27
C -2.98 -2.15 1.03
C -1.75 -1.59 1.28
Cl -1.38 -1.06 2.90
C -0.77 -1.37 0.27
O 0.32 -0.75 0.54
C -1.13 -1.82 -1.02
C -0.23 -1.65 -2.19
O 0.99 -1.69 -2.14
C -2.39 -2.35 -1.29
H -3.70 -2.26 1.83
H -0.76 -1.57 -3.15
H -2.66 -2.58 -2.31